Density functional theory data (the ωB97M-V functional and the def2-TZVPD basis) for a molecular structure, C24H27N9O3PSSn.

Summary:
Spin multiplicity: 1
Total charge: -1

Geometry as XYZ:
```
66
Properties=species:S:1:pos:R:3:lowdin_charge:R:1
C 2.347 3.063 -1.340 -0.138
H -1.370 4.444 -2.781 0.063
O 0.704 1.361 -1.223 -0.235
C -6.107 1.390 0.543 -0.057
N 2.885 0.865 -0.619 0.055
C -5.044 -0.766 1.271 -0.079
H 0.541 3.412 -2.380 0.088
C -2.327 3.976 -3.001 -0.041
H -2.449 4.986 0.049 0.051
H -1.895 -0.468 -4.127 0.097
N -0.824 1.610 1.273 0.025
C 1.780 5.191 -2.341 -0.110
H 1.001 1.697 2.366 0.085
C 0.192 3.582 1.546 -0.071
O -0.357 -3.032 2.666 -0.603
C 1.469 3.866 -2.057 -0.047
N 0.787 -0.815 2.019 -0.532
S 0.546 -1.911 2.970 0.636
H 4.001 -3.185 0.672 0.079
H -5.974 -1.190 1.611 0.104
H -2.645 4.286 -3.995 0.089
N -0.949 3.765 0.811 -0.126
N -2.244 2.531 -2.957 -0.129
H 3.225 6.767 -2.107 0.088
H -3.065 4.318 -2.279 0.061
H 5.474 -1.627 0.204 0.061
H -1.567 2.147 -4.953 0.110
H -6.241 1.637 -0.509 0.082
C -3.672 0.714 0.405 -0.496
C 1.951 -4.829 0.460 -0.039
H 4.913 -0.041 0.798 0.075
C 1.991 -3.375 0.045 -0.532
C -3.761 -1.250 1.251 -0.120
H 2.914 -5.191 0.818 0.064
C -1.530 2.529 0.652 -0.453
C 3.374 -1.275 -0.047 -0.346
H 0.849 4.403 1.781 0.117
N -2.931 -0.322 0.697 0.045
H -0.814 5.365 -0.544 0.073
H -5.960 2.312 1.101 0.076
H 4.226 2.974 -0.344 0.104
Sn 0.116 -0.767 -0.165 1.242
C 4.802 -0.791 0.013 -0.056
P -3.102 2.294 -0.276 1.146
H 5.074 -0.302 -0.922 0.069
C 3.153 -2.649 0.267 -0.065
H 1.088 5.802 -2.911 0.089
C -1.904 1.732 -4.018 -0.083
O 0.927 -2.934 -0.491 -0.265
N -2.502 0.434 -2.290 0.068
H -7.007 0.898 0.904 0.081
C 2.979 5.733 -1.895 -0.119
C 3.551 3.609 -0.903 -0.035
C -2.581 1.692 -1.924 -0.475
C 3.862 4.934 -1.175 -0.101
H 1.204 -4.933 1.251 0.068
N 2.427 -0.433 -0.361 -0.082
H -1.286 5.797 1.105 0.088
H 1.619 -5.434 -0.386 0.075
C -2.073 0.448 -3.589 -0.144
C 0.246 2.251 1.831 -0.147
H 4.799 5.350 -0.824 0.092
H -3.378 -2.197 1.599 0.102
C 1.934 1.645 -1.039 -0.527
N -4.986 0.488 0.726 -0.143
C -1.398 5.049 0.321 -0.048
```

=====

Density functional theory data (the ωB97M-V functional and the def2-TZVPD basis) for C4H11N3 in the gas phase in a non-equilibrium geometry.

Summary:
Energy relative to the best compared isomer or geometry (same formula, charge and spin) (kJ/mol): 264.73
SMILES string: [H]/N=C(/N)NCCC
Spin multiplicity: 1
Total charge: 0

Geometry as XYZ:
```
18
Properties=species:S:1:pos:R:3:lowdin_charge:R:1
C 0.156 0.596 -0.725 -0.251
H 0.033 -1.891 -2.457 0.070
H 1.167 0.310 1.596 0.067
H -0.856 -3.196 -1.563 0.099
C -0.870 -1.709 -0.413 -0.525
N -1.837 -2.175 0.237 0.077
H 1.068 0.317 -1.183 0.100
N -0.366 -0.442 0.008 -0.045
H 1.061 2.076 2.367 0.111
H 2.545 1.538 1.335 0.080
H -0.559 2.123 0.742 0.105
H -2.221 -1.528 0.924 0.047
C 0.408 1.787 0.298 -0.242
H -0.503 -0.500 0.993 0.101
N -0.569 -2.208 -1.726 0.109
C 1.411 1.412 1.413 -0.122
H -0.611 0.838 -1.451 0.116
H 0.544 2.650 -0.396 0.103
```

=====

Density functional theory data (the ωB97M-V functional and the def2-TZVPD basis) for 6 unconnected molecules or ions with the total composition H12O5S2 in a non-equilibrium geometry.

Summary:
Energy relative to the best compared isomer or geometry (same formula, charge and spin) (kJ/mol): 41.21
SMILES string: SS.O.O.O.O.O
Spin multiplicity: 1
Total charge: 0

Geometry as XYZ:
```
19
Properties=species:S:1:pos:R:3:lowdin_charge:R:1
H -0.375 0.506 2.569 0.091
O 0.284 -1.665 0.239 -0.108
S 3.321 -0.510 -1.024 0.270
O -1.157 -0.008 2.189 -0.093
H -1.365 2.648 -0.266 0.065
H -0.788 -0.861 1.913 0.016
O -2.566 -0.592 -0.593 -0.056
H 3.570 -0.073 1.605 -0.160
O 0.058 0.312 -1.963 -0.093
H -0.894 0.237 -2.065 0.031
H -2.560 -0.514 0.383 0.034
H -1.989 -1.365 -0.617 0.030
H -1.379 1.359 0.507 0.034
H 0.142 1.120 -1.430 0.019
H 2.263 -0.293 -1.791 -0.227
H 1.181 -1.984 0.029 0.015
S 2.850 0.658 0.659 0.231
H 0.141 -0.967 -0.429 -0.011
O -0.737 1.992 0.085 -0.088
```

=====

Result set for highest occupied orbital energy: -3.622 -8.463 -8.774 eV, one per record in the order listed.
Result set for LUMO: 2.377 0.918 0.120 eV, one per record in the order listed.
Result set for DFT total energy: -2603.19999 -323.20571 -1179.76163 hartree, one per record in the order listed.